{
  "formula": "C28H37N2O",
  "method": "ωB97M-V/def2-TZVPD",
  "species": ["C", "C", "C", "C", "N", "C", "C", "O", "C", "C", "H", "H", "H", "H", "H", "H", "H", "H", "H", "H", "H", "H", "H", "H", "H", "C", "C", "C", "C", "C", "N", "C", "C", "C", "C", "C", "C", "C", "C", "C", "C", "C", "C", "C", "C", "C", "H", "H", "H", "H", "H", "H", "H", "H", "H", "H", "H", "H", "H", "H", "H", "H", "H", "H", "H", "H", "H", "H"],
  "xyz": [[2.316, 2.158, 0.346], [2.511, 1.556, 1.686], [1.931, 2.221, 2.889], [2.763, 0.156, 1.701], [1.823, -0.790, 1.906], [2.221, -2.190, 1.622], [1.208, -3.165, 2.198], [-0.121, -2.813, 1.800], [-0.509, -1.559, 2.358], [0.400, -0.415, 1.922], [2.223, 3.245, 0.405], [3.165, 1.897, -0.296], [1.417, 1.763, -0.168], [2.631, 2.941, 3.316], [1.015, 2.774, 2.632], [1.715, 1.494, 3.685], [3.761, -0.235, 1.479], [2.282, -2.352, 0.530], [3.212, -2.355, 2.063], [1.359, -4.167, 1.775], [1.316, -3.183, 3.299], [-1.523, -1.391, 1.970], [-0.522, -1.603, 3.465], [0.258, 0.420, 2.616], [0.075, -0.073, 0.918], [7.576, 5.605, 2.259], [7.856, 4.099, 2.239], [9.364, 3.874, 2.097], [7.357, 3.451, 3.525], [7.118, 3.513, 1.039], [7.775, 3.177, -0.093], [6.895, 3.005, -1.157], [5.603, 3.278, -0.675], [4.563, 3.419, -1.594], [4.790, 3.073, -2.933], [6.071, 2.693, -3.373], [7.162, 2.720, -2.488], [5.711, 3.488, 0.769], [4.611, 3.640, 1.660], [3.935, 4.899, 1.745], [4.016, 5.860, 0.688], [3.181, 6.967, 0.669], [2.249, 7.181, 1.692], [1.284, 8.318, 1.594], [2.231, 6.308, 2.788], [3.142, 5.270, 2.874], [6.505, 5.816, 2.368], [8.112, 6.079, 3.091], [7.916, 6.071, 1.325], [9.609, 2.807, 2.031], [9.778, 4.401, 1.228], [9.865, 4.277, 2.986], [7.519, 2.367, 3.485], [7.916, 3.860, 4.378], [6.290, 3.640, 3.682], [8.782, 3.067, -0.187], [3.601, 3.812, -1.265], [3.960, 3.103, -3.642], [6.213, 2.388, -4.410], [8.182, 2.508, -2.804], [4.516, 2.923, 2.472], [4.730, 5.715, -0.126], [3.231, 7.670, -0.166], [0.866, 8.559, 2.576], [1.767, 9.214, 1.187], [0.448, 8.066, 0.926], [1.493, 6.465, 3.580], [3.255, 4.710, 3.807]],
  "forces_ev_per_angstrom": [[0.2954, 0.0096, -0.9585], [0.5221, 0.2002, 1.1389], [-1.1454, -0.5951, -0.1486], [-0.8939, -0.4018, -0.0993], [1.3856, 0.7508, 0.0125], [-0.2201, -0.1443, -0.1100], [-0.3551, -0.0730, -0.0544], [0.5659, 0.4615, 0.4758], [0.0400, -0.4548, 0.0688], [-0.4479, 0.2208, -0.3305], [0.0029, -0.1461, -0.1181], [-0.2166, 0.1032, -0.1523], [0.1244, 0.1836, 0.2065], [-0.0590, -0.0163, 0.0139], [0.0475, -0.0297, 0.3192], [-0.0223, 0.2561, -0.0787], [-0.3375, -0.1067, -0.6884], [-0.0307, 0.2880, 0.3697], [-0.2521, -0.0289, -0.1258], [0.1784, 0.2763, 0.3203], [-0.2812, -0.1171, -0.2950], [0.3046, 0.1282, 0.3574], [-0.0778, -0.2163, -0.3788], [0.0210, -0.2095, -0.2322], [0.4965, -0.1780, 0.3670], [-0.0230, 0.2961, -0.0962], [-0.1413, -0.4137, -0.3845], [0.1172, 0.0181, 0.2040], [0.1032, -0.1882, 0.1681], [-1.6247, -0.2602, 0.3624], [0.3045, -0.1130, -0.8367], [0.0041, 0.2335, 0.2804], [0.2922, 0.3927, 0.2084], [-0.1458, -0.3196, -0.7399], [-0.0610, 0.1681, 0.5794], [0.4619, -0.0138, 0.4544], [-0.4810, -0.2901, -0.5064], [1.9000, -0.4359, -1.3276], [0.5287, 1.4101, 1.6705], [-0.4211, 0.0297, -0.1325], [-0.2933, -0.0198, -0.1274], [0.5017, -0.3239, -0.1005], [-0.2022, -0.2802, -0.1501], [-0.1589, 0.2213, 0.1449], [0.2109, 0.1652, 0.2065], [-0.2913, -0.6429, -0.2427], [0.2080, -0.0500, 0.0283], [-0.1059, -0.1055, -0.1419], [-0.0603, -0.0553, 0.1897], [-0.0006, 0.1645, 0.0057], [-0.0706, -0.1027, 0.1537], [-0.0579, -0.1092, -0.2182], [-0.0520, 0.1841, 0.1193], [-0.2201, -0.1155, -0.1413], [0.1611, 0.0009, 0.0476], [-0.4733, 0.2347, 0.2044], [0.2015, -0.2706, -0.2592], [0.3094, 0.0778, 0.1909], [0.0411, 0.2101, 0.2907], [-0.2722, 0.0079, -0.1008], [0.1063, 0.3942, 0.0916], [-0.3110, -0.0833, 0.2485], [0.0401, -0.2011, 0.2967], [0.0286, 0.0143, -0.1883], [-0.0944, -0.1845, 0.0757], [0.1781, -0.0001, 0.1003], [0.4774, 0.0807, -0.0924], [-0.2587, 0.1146, -0.4147]],
  "mulliken_charge": [-1.199, 1.404, -1.191, -0.891, 0.239, -0.433, -0.689, -0.357, -0.711, -0.178, 0.200, 0.282, 0.386, -0.269, 0.288, 0.589, 0.447, 0.311, 0.422, 0.343, 0.356, 0.331, 0.355, 0.209, 0.233, -1.350, 2.228, -2.063, -1.534, -1.472, 0.034, -0.948, 1.209, 0.160, -1.012, -0.675, -0.760, -0.013, -0.859, 1.001, -0.002, -0.964, 1.038, -1.477, -1.257, -0.324, 0.158, 0.465, 0.338, 0.418, 0.386, 0.440, 0.357, 0.492, 0.158, 0.298, 0.483, 0.407, 0.400, 0.406, 1.225, 0.649, 0.392, 0.388, 0.383, 0.287, 0.374, 0.657],
  "e_above_lowest_kcal_mol": 0.0,
  "orbital_gap_ev": 4.504,
  "charge": 1,
  "fmax_ev_per_a": 2.4,
  "energy_ha": -1273.52157
}

=====

{
  "formula": "C33H41B2F4N4O8P2V",
  "method": "ωB97M-V/def2-TZVPD",
  "species": ["V", "C", "C", "N", "O", "B", "F", "F", "O", "N", "C", "C", "C", "N", "O", "B", "F", "F", "O", "N", "C", "C", "C", "H", "H", "H", "H", "H", "H", "H", "H", "H", "H", "H", "H", "O", "C", "C", "C", "C", "C", "C", "C", "P", "C", "C", "C", "C", "C", "C", "C", "C", "C", "C", "C", "C", "H", "H", "H", "H", "H", "H", "H", "H", "H", "H", "H", "H", "H", "H", "C", "C", "O", "P", "O", "C", "C", "O", "C", "C", "H", "H", "H", "H", "H", "H", "H", "H", "H", "H", "H", "H", "H", "H", "H"],
  "xyz": [[-0.336, -1.062, 0.134], [2.968, -3.875, 0.252], [1.753, -3.085, -0.075], [1.593, -1.843, 0.228], [2.635, -1.263, 0.876], [2.220, 0.011, 1.521], [1.710, 0.878, 0.518], [3.309, 0.537, 2.164], [1.157, -0.127, 2.556], [0.054, -0.790, 2.095], [-0.882, -0.998, 2.988], [-0.745, -0.653, 4.434], [-2.056, -1.602, 2.428], [-1.955, -1.762, 1.134], [-3.011, -2.401, 0.544], [-2.737, -2.470, -0.895], [-3.841, -2.887, -1.560], [-2.296, -1.134, -1.264], [-1.597, -3.370, -1.254], [-0.465, -2.939, -0.660], [0.568, -3.702, -0.712], [0.589, -5.054, -1.333], [-3.265, -1.993, 3.204], [3.475, -3.439, 1.109], [3.673, -3.872, -0.583], [2.703, -4.910, 0.461], [0.241, -0.245, 4.638], [-0.888, -1.531, 5.064], [-1.502, 0.077, 4.729], [-0.314, -5.219, -1.914], [0.654, -5.829, -0.566], [1.460, -5.159, -1.981], [-3.199, -1.647, 4.231], [-3.394, -3.077, 3.210], [-4.160, -1.584, 2.736], [-0.847, 0.850, 0.087], [-1.328, 1.788, -0.482], [-1.825, 1.848, -1.880], [-2.797, 2.790, -2.189], [-3.230, 2.947, -3.495], [-2.634, 2.188, -4.489], [-1.669, 1.240, -4.172], [-1.270, 1.000, -2.863], [-0.085, -0.424, -2.546], [-0.665, -1.743, -3.657], [-1.974, -1.933, -4.075], [-2.315, -3.056, -4.817], [-1.352, -3.999, -5.143], [-0.041, -3.821, -4.720], [0.298, -2.701, -3.978], [1.423, 0.165, -3.380], [2.424, 0.725, -2.590], [3.566, 1.258, -3.179], [3.715, 1.230, -4.556], [2.724, 0.665, -5.350], [1.585, 0.134, -4.768], [-3.231, 3.390, -1.398], [-4.006, 3.660, -3.732], [-2.929, 2.320, -5.521], [-1.238, 0.646, -4.968], [-2.752, -1.233, -3.795], [-3.341, -3.199, -5.124], [-1.622, -4.875, -5.717], [0.719, -4.548, -4.970], [1.326, -2.571, -3.657], [2.328, 0.731, -1.517], [4.341, 1.680, -2.554], [4.605, 1.639, -5.014], [2.842, 0.629, -6.424], [0.832, -0.322, -5.397], [-3.912, 4.629, 2.009], [-3.114, 3.925, 3.071], [-1.686, 3.981, 2.714], [-0.968, 2.643, 2.314], [0.514, 3.067, 2.204], [1.445, 3.120, 3.366], [1.703, 4.552, 3.725], [-1.287, 2.971, 0.238], [-0.461, 4.097, -0.385], [-1.318, 5.229, -0.859], [-4.964, 4.645, 2.292], [-3.832, 4.119, 1.049], [-3.576, 5.659, 1.892], [-3.415, 2.883, 3.187], [-3.184, 4.406, 4.042], [2.321, 2.582, 3.021], [0.995, 2.550, 4.180], [2.190, 5.079, 2.907], [2.368, 4.580, 4.588], [0.784, 5.077, 3.985], [0.139, 3.611, -1.151], [0.191, 4.391, 0.436], [-1.762, 5.066, -1.838], [-0.673, 6.108, -0.917], [-2.105, 5.448, -0.139]],
  "forces_ev_per_angstrom": [[-0.0988, -1.0634, -1.0103], [0.1449, 0.0017, -0.0964], [-0.4781, -0.3427, -0.3714], [-0.0181, -0.3637, 0.4620], [-0.2575, 0.3503, 0.2170], [0.1246, -0.0032, 0.2387], [0.0233, 0.0288, -0.1975], [0.0848, 0.1420, -0.0658], [0.2927, -0.2339, -0.1767], [-0.1763, 0.4575, 0.0808], [-0.1830, -0.2667, 0.0050], [0.0362, 0.0071, 0.0743], [0.2331, 0.1505, 0.0733], [-0.0177, 0.0666, 0.4185], [0.3116, 0.0951, -0.1987], [-0.1067, -0.4695, 0.0194], [0.0202, 0.1493, -0.1300], [-0.1142, 0.3089, 0.0135], [-0.3174, 0.0231, 0.3600], [0.1268, -0.2661, -0.0769], [0.4722, 0.1801, 0.1636], [0.0440, -0.0789, -0.0014], [-0.0183, -0.1351, -0.0515], [-0.0048, 0.0039, 0.0230], [0.0062, 0.0095, -0.0115], [-0.0021, 0.0066, -0.0114], [-0.0083, -0.0096, -0.0203], [-0.0122, -0.0171, -0.0207], [-0.0122, 0.0288, 0.0161], [-0.0006, 0.0337, 0.0012], [-0.0030, -0.0014, 0.0132], [0.0117, -0.0130, 0.0029], [-0.0053, 0.0157, 0.0272], [0.0310, -0.0217, -0.0132], [-0.0117, 0.0222, -0.0056], [-0.6217, 0.5648, 0.4735], [0.2045, 0.1524, -0.8116], [0.4146, -0.3410, 0.7157], [-0.2610, 0.1493, -0.1010], [0.0780, -0.0510, 0.0891], [0.0209, 0.0038, -0.0278], [0.0317, -0.0794, -0.0247], [-0.0103, -0.1358, -0.1052], [0.0058, 0.4484, 0.2305], [0.2040, -0.0379, 0.0164], [-0.1499, 0.0245, 0.0243], [0.0844, -0.0048, 0.0122], [-0.0166, 0.0577, 0.0468], [-0.0292, 0.0345, -0.0012], [0.0234, -0.0481, -0.0477], [-0.0177, 0.1578, -0.0875], [0.1016, -0.0352, -0.1597], [-0.0428, -0.0401, 0.0075], [-0.0313, 0.0043, 0.0060], [-0.0126, -0.0218, 0.0315], [0.0114, 0.0387, 0.0155], [0.0313, -0.0770, -0.0657], [-0.0167, 0.0108, -0.0060], [-0.0118, -0.0062, -0.0131], [-0.0476, 0.0129, 0.0076], [0.0465, -0.0075, -0.0173], [-0.0371, -0.0031, -0.0086], [-0.0116, -0.0221, -0.0250], [-0.0019, -0.0219, 0.0009], [-0.0010, 0.0182, 0.0073], [-0.0433, 0.0209, 0.1873], [0.0137, 0.0068, 0.0098], [0.0200, 0.0063, -0.0092], [0.0096, 0.0050, -0.0234], [-0.0106, -0.0190, 0.0051], [-0.1556, 0.0655, -0.0084], [0.2092, 0.0885, -0.0575], [-0.2948, 0.3275, 0.2281], [-0.2078, -0.7861, -0.0476], [0.2686, 0.2774, -0.0489], [-0.1117, -0.2450, -0.1311], [0.0318, 0.1245, 0.0308], [0.1907, 0.7769, -0.1825], [-0.1086, -0.4468, 0.3547], [0.0351, 0.2316, -0.0740], [-0.0056, 0.0013, 0.0167], [0.0172, -0.0422, -0.0058], [0.0085, 0.0176, 0.0159], [0.0181, -0.0871, -0.0392], [0.0040, 0.0740, -0.0138], [0.0840, -0.0226, -0.0242], [-0.0063, 0.0178, 0.0203], [0.0086, -0.0026, -0.0301], [0.0255, 0.0039, 0.0182], [-0.0138, -0.0316, 0.0172], [-0.0021, 0.1103, -0.0716], [-0.0693, -0.0518, -0.1129], [0.0631, -0.0239, 0.0495], [-0.0523, 0.0373, -0.0474], [0.0194, 0.0246, 0.0410]],
  "mulliken_charge": [-0.505, -1.825, 0.131, 1.150, -0.839, 0.637, -0.052, -0.377, -0.269, 0.606, 0.485, -2.067, 0.509, 1.317, -0.674, 0.415, -0.333, -0.106, -0.541, 0.980, 0.575, -2.268, -1.789, 0.475, 0.251, 0.457, 0.358, 0.516, 0.302, 0.408, 0.482, 0.386, 0.482, 0.304, 0.340, 0.565, 0.524, -0.325, -0.790, -1.030, -0.929, -0.290, 0.563, 1.313, 0.005, -0.252, -0.835, -0.586, -0.922, -0.560, 0.962, -0.634, -1.232, -0.566, -0.926, -0.413, 0.691, 0.451, 0.456, 0.349, 0.376, 0.468, 0.414, 0.478, 0.555, 0.604, 0.498, 0.420, 0.439, 0.345, -0.945, -0.272, -0.318, 0.425, 0.008, -0.159, -1.361, -0.021, -0.200, -1.338, 0.470, 0.081, 0.288, 0.336, 0.385, 0.171, 0.359, 0.322, 0.436, 0.276, 0.385, 0.489, 0.445, 0.425, 0.210],
  "e_above_lowest_kcal_mol": 7.6,
  "orbital_gap_ev": [7.005, 5.015],
  "charge": 1,
  "spin_multiplicity": 2,
  "fmax_ev_per_a": 1.5,
  "energy_ha": -4179.02073
}

=====

> Look up the charge of the second one.

+1

=====

> Which formula does entry 1 have?

C28H37N2O